No. 1
{
  "formula": "C58H32ClI4N5O6W",
  "method": "ωB97M-V with the def2-TZVPD basis set",
  "e_tot_ha": -4672.5869,
  "relative_energy_kj_mol": 88.78,
  "molar_mass_g_mol": 1621.83,
  "spin_multiplicity": 3,
  "homo_ha": [-0.252, -0.281],
  "orbital_gap_ev": [4.80, 5.63],
  "elements": ["W", "I", "C", "C", "C", "C", "C", "C", "C", "C", "C", "C", "C", "C", "C", "C", "C", "C", "I", "C", "C", "C", "N", "C", "C", "C", "C", "C", "C", "I", "C", "C", "C", "C", "C", "C", "N", "C", "C", "C", "C", "C", "N", "C", "C", "C", "C", "I", "C", "C", "C", "C", "N", "H", "H", "H", "H", "H", "H", "H", "H", "H", "H", "H", "H", "H", "H", "H", "H", "H", "H", "H", "H", "H", "H", "H", "H", "Cl", "C", "C", "C", "C", "C", "C", "C", "O", "O", "H", "H", "H", "H", "O", "C", "O", "C", "C", "C", "C", "C", "C", "N", "O", "O", "H", "H", "H", "H"],
  "positions_angstrom": [[0.19, 0.04, 0.57], [-5.11, 8.13, 2.38], [-3.45, 6.66, 2.28], [-3.80, 5.41, 2.81], [-3.04, 4.32, 2.44], [-1.90, 4.45, 1.69], [-1.51, 5.71, 1.15], [-2.37, 6.80, 1.39], [-1.06, 3.28, 1.53], [-0.90, 2.33, 2.57], [-1.15, 2.57, 3.95], [-0.68, 1.50, 4.64], [-0.23, 0.52, 3.76], [0.08, -0.85, 4.09], [-0.25, -1.30, 5.51], [0.68, -2.10, 6.26], [0.24, -2.60, 7.51], [-0.92, -2.07, 8.08], [-1.35, -2.44, 10.14], [-1.79, -1.27, 7.35], [-1.46, -0.89, 6.09], [0.44, -1.84, 3.11], [0.77, -1.60, 1.78], [1.30, -2.78, 1.24], [2.05, -2.90, 0.07], [2.71, -4.22, -0.39], [2.47, -4.64, -1.70], [2.77, -5.92, -2.14], [3.41, -6.76, -1.26], [3.60, -8.86, -1.69], [3.85, -6.26, 0.00], [3.46, -5.02, 0.46], [2.43, -1.72, -0.64], [3.50, -1.67, -1.58], [3.72, -0.38, -1.93], [2.75, 0.44, -1.25], [2.03, -0.41, -0.35], [2.47, 1.77, -1.59], [1.20, 2.33, -1.18], [0.55, 3.45, -1.72], [-0.46, 3.90, -0.84], [-0.41, 3.08, 0.31], [0.60, 2.14, 0.06], [3.31, 2.43, -2.67], [3.41, 1.87, -3.94], [4.09, 2.55, -4.95], [4.68, 3.82, -4.68], [5.61, 4.84, -6.27], [4.62, 4.38, -3.39], [3.95, 3.68, -2.42], [1.16, -3.83, 2.23], [0.65, -3.23, 3.37], [-0.26, 1.09, 2.46], [-4.66, 5.31, 3.47], [-3.22, 3.35, 2.89], [-0.68, 5.78, 0.47], [-2.06, 7.82, 1.14], [-1.45, 3.55, 4.36], [-0.68, 1.37, 5.70], [1.64, -2.38, 5.85], [0.86, -3.28, 8.08], [-2.65, -0.85, 7.84], [-2.10, -0.21, 5.51], [1.81, -4.01, -2.37], [2.49, -6.23, -3.08], [4.37, -7.01, 0.61], [3.71, -4.73, 1.44], [4.01, -2.57, -1.92], [4.52, -0.11, -2.56], [0.82, 3.99, -2.65], [-1.16, 4.72, -1.05], [2.96, 0.91, -4.17], [4.27, 2.18, -5.94], [4.98, 5.36, -3.10], [3.91, 4.11, -1.36], [1.45, -4.88, 2.06], [0.52, -3.67, 4.40], [-4.96, -4.88, -3.06], [-4.35, -3.85, -1.83], [-3.70, -4.49, -0.73], [-3.30, -3.76, 0.39], [-3.19, -2.39, 0.33], [-4.04, -1.76, -0.57], [-4.60, -2.44, -1.63], [-2.38, -1.64, 1.34], [-2.31, -1.84, 2.54], [-1.70, -0.67, 0.60], [-3.68, -5.54, -0.79], [-2.94, -4.32, 1.23], [-4.31, -0.72, -0.38], [-5.30, -1.94, -2.28], [-2.42, 1.37, -1.38], [-1.59, 0.68, -2.01], [-0.55, -0.04, -1.62], [-1.55, 0.71, -3.51], [-2.64, 1.44, -4.09], [-2.69, 1.58, -5.47], [-1.60, 1.27, -6.30], [-0.61, 0.55, -5.70], [-0.55, 0.29, -4.36], [0.57, 0.31, -6.52], [1.59, -0.17, -5.95], [0.54, 0.59, -7.76], [-3.40, 1.88, -3.51], [-3.52, 2.05, -5.99], [-1.49, 1.53, -7.33], [0.34, -0.24, -3.97]]
}

---

No. 2
{
  "formula": "C58H34Br2I4N7O2Sc",
  "method": "ωB97M-V with the def2-TZVPD basis set",
  "e_tot_ha": -9864.1054,
  "relative_energy_kj_mol": 66.00,
  "molar_mass_g_mol": 1573.34,
  "homo_ha": -0.252,
  "orbital_gap_ev": 5.34,
  "elements": ["Sc", "I", "C", "C", "C", "C", "C", "C", "C", "C", "C", "C", "C", "C", "C", "C", "C", "C", "I", "C", "C", "C", "N", "C", "C", "C", "C", "C", "C", "I", "C", "C", "C", "C", "C", "C", "N", "C", "C", "C", "C", "C", "N", "C", "C", "C", "C", "I", "C", "C", "C", "C", "N", "H", "H", "H", "H", "H", "H", "H", "H", "H", "H", "H", "H", "H", "H", "H", "H", "H", "H", "H", "H", "H", "H", "H", "H", "Br", "C", "C", "C", "N", "C", "C", "C", "C", "C", "Br", "C", "C", "N", "H", "H", "H", "H", "H", "H", "O", "C", "C", "C", "C", "O", "N", "H", "H", "H", "H"],
  "positions_angstrom": [[-0.61, -0.01, 0.44], [-3.90, 4.52, -7.61], [-3.25, 3.27, -6.04], [-2.01, 2.66, -6.13], [-1.56, 1.91, -5.05], [-2.33, 1.77, -3.90], [-3.60, 2.34, -3.86], [-4.06, 3.10, -4.93], [-1.74, 1.10, -2.70], [-0.79, 1.84, -2.02], [-0.32, 3.14, -2.43], [0.79, 3.42, -1.70], [1.01, 2.30, -0.82], [2.12, 2.13, 0.00], [3.24, 3.10, -0.16], [3.76, 3.83, 0.90], [4.81, 4.72, 0.72], [5.35, 4.88, -0.55], [6.90, 6.27, -0.85], [4.86, 4.16, -1.62], [3.81, 3.27, -1.42], [2.38, 0.98, 0.80], [1.56, -0.10, 0.97], [2.36, -1.10, 1.50], [2.00, -2.44, 1.58], [2.96, -3.51, 1.31], [3.99, -3.34, 0.38], [4.76, -4.41, -0.02], [4.51, -5.67, 0.51], [5.60, -7.32, -0.23], [3.52, -5.86, 1.46], [2.74, -4.79, 1.84], [0.62, -2.79, 1.48], [-0.52, -2.10, 2.02], [-1.56, -2.39, 1.15], [-1.01, -3.26, 0.16], [0.27, -3.57, 0.43], [-1.48, -3.48, -1.17], [-1.86, -2.37, -1.88], [-2.51, -2.37, -3.17], [-2.64, -1.08, -3.54], [-2.00, -0.28, -2.51], [-1.57, -1.06, -1.50], [-1.20, -4.79, -1.77], [-1.61, -5.95, -1.12], [-1.23, -7.20, -1.58], [-0.39, -7.28, -2.68], [0.33, -9.17, -3.28], [0.03, -6.14, -3.35], [-0.40, -4.90, -2.91], [3.68, -0.59, 1.75], [3.68, 0.70, 1.36], [0.01, 1.38, -0.99], [-1.39, 2.79, -7.00], [-0.59, 1.44, -5.10], [-4.21, 2.19, -2.98], [-5.03, 3.58, -4.88], [-0.77, 3.75, -3.19], [1.40, 4.30, -1.75], [3.34, 3.70, 1.90], [5.20, 5.28, 1.56], [5.29, 4.28, -2.61], [3.44, 2.69, -2.26], [4.13, -2.37, -0.08], [5.53, -4.28, -0.77], [3.34, -6.84, 1.87], [1.93, -4.93, 2.54], [-0.59, -1.65, 2.99], [-2.62, -2.22, 1.30], [-2.85, -3.25, -3.69], [-3.08, -0.68, -4.44], [-2.24, -5.86, -0.24], [-1.57, -8.09, -1.08], [0.69, -6.22, -4.19], [-0.06, -4.01, -3.41], [4.49, -1.15, 2.18], [4.50, 1.40, 1.39], [1.27, 2.61, 8.13], [1.00, 1.90, 6.39], [1.50, 0.65, 6.07], [1.33, 0.22, 4.76], [0.67, 0.90, 3.83], [0.13, 2.07, 4.18], [0.31, 2.62, 5.45], [-0.74, 2.79, 3.21], [-1.96, 3.27, 3.70], [-2.80, 3.92, 2.83], [-4.49, 4.54, 3.43], [-2.41, 4.13, 1.52], [-1.17, 3.64, 1.14], [-0.36, 2.95, 1.94], [2.02, 0.04, 6.79], [1.75, -0.73, 4.44], [-0.08, 3.61, 5.67], [-2.25, 3.10, 4.73], [-3.04, 4.65, 0.81], [-0.80, 3.84, 0.14], [-4.58, 1.15, -1.11], [-4.20, 0.95, 0.02], [-5.13, 0.88, 1.25], [-4.19, 0.55, 2.40], [-2.84, 0.55, 1.72], [-1.74, 0.35, 2.28], [-2.89, 0.76, 0.41], [-5.88, 0.11, 1.07], [-5.63, 1.83, 1.38], [-4.37, -0.43, 2.84], [-4.20, 1.27, 3.22]]
}

---

No. 3
{
  "formula": "C58H41NO13PSSi2",
  "method": "ωB97M-V with the def2-TZVPD basis set",
  "e_tot_ha": -4586.4251,
  "molar_mass_g_mol": 1079.17,
  "charge": -1,
  "homo_ha": -0.149,
  "orbital_gap_ev": 3.79,
  "elements": ["N", "C", "Si", "O", "Si", "P", "O", "O", "S", "C", "O", "O", "H", "H", "H", "H", "H", "H", "H", "H", "H", "C", "C", "C", "C", "C", "C", "C", "O", "C", "C", "C", "C", "C", "C", "C", "O", "H", "H", "H", "H", "H", "H", "H", "H", "C", "C", "C", "C", "C", "C", "C", "O", "C", "C", "C", "C", "C", "C", "C", "O", "H", "H", "H", "H", "H", "H", "H", "H", "C", "C", "C", "C", "C", "C", "C", "O", "C", "C", "C", "C", "C", "C", "C", "O", "H", "H", "H", "H", "H", "H", "H", "H", "C", "C", "C", "C", "C", "C", "C", "O", "C", "C", "C", "C", "C", "C", "C", "O", "H", "H", "H", "H", "H", "H", "H", "H"],
  "positions_angstrom": [[-1.03, 1.14, -4.61], [-0.80, 2.19, -5.69], [-0.85, 4.02, -4.99], [-1.94, 5.06, -5.89], [-3.52, 5.20, -5.14], [-4.75, 3.35, -5.31], [-4.76, 2.84, -6.97], [-6.40, 3.81, -4.89], [-4.24, 1.95, -4.05], [0.96, 4.71, -5.29], [1.48, 5.76, -4.65], [1.81, 4.03, -6.30], [-1.59, 0.37, -5.02], [-0.09, 0.72, -4.35], [0.23, 1.95, -6.24], [-1.68, 2.11, -6.50], [-1.08, 4.06, -3.54], [-4.26, 6.22, -5.93], [-3.48, 5.74, -3.76], [-4.60, 1.84, -7.04], [-6.46, 3.61, -3.90], [3.06, -4.51, -0.28], [2.35, -4.20, -1.44], [2.09, -2.87, -1.78], [2.55, -1.84, -0.94], [3.24, -2.15, 0.23], [3.50, -3.48, 0.55], [3.67, -1.07, 1.14], [4.28, -1.34, 2.17], [3.36, 0.33, 0.80], [3.72, 1.36, 1.69], [3.44, 2.69, 1.37], [2.81, 3.00, 0.17], [2.44, 1.98, -0.71], [2.71, 0.64, -0.39], [2.29, -0.43, -1.31], [1.73, -0.16, -2.37], [3.26, -5.54, -0.03], [1.99, -5.00, -2.09], [1.54, -2.64, -2.69], [4.05, -3.73, 1.46], [4.21, 1.12, 2.63], [3.71, 3.48, 2.06], [2.59, 4.03, -0.08], [1.95, 2.23, -1.65], [-9.80, 7.83, -3.14], [-10.45, 8.78, -2.36], [-9.73, 9.50, -1.40], [-8.36, 9.26, -1.22], [-7.72, 8.29, -1.99], [-8.43, 7.58, -2.96], [-6.29, 8.00, -1.78], [-5.72, 7.15, -2.45], [-5.55, 8.73, -0.73], [-4.21, 8.42, -0.47], [-3.50, 9.12, 0.51], [-4.13, 10.13, 1.23], [-5.47, 10.44, 0.99], [-6.18, 9.73, 0.01], [-7.61, 10.04, -0.22], [-8.16, 10.93, 0.42], [-10.35, 7.27, -3.90], [-11.51, 8.96, -2.49], [-10.24, 10.24, -0.79], [-7.93, 6.84, -3.58], [-3.71, 7.63, -1.03], [-2.46, 8.87, 0.71], [-3.58, 10.68, 1.99], [-5.95, 11.23, 1.56], [3.79, -11.39, -4.75], [2.78, -12.32, -4.98], [1.57, -12.24, -4.28], [1.39, -11.23, -3.32], [2.41, -10.31, -3.07], [3.61, -10.39, -3.79], [2.24, -9.28, -2.03], [3.13, -8.47, -1.81], [0.98, -9.23, -1.26], [0.83, -8.29, -0.23], [-0.36, -8.23, 0.50], [-1.40, -9.11, 0.20], [-1.25, -10.05, -0.82], [-0.05, -10.12, -1.54], [0.11, -11.14, -2.59], [-0.81, -11.92, -2.85], [4.72, -11.44, -5.30], [2.92, -13.11, -5.72], [0.79, -12.97, -4.47], [4.40, -9.67, -3.61], [1.64, -7.60, 0.01], [-0.47, -7.51, 1.30], [-2.33, -9.06, 0.76], [-2.07, -10.73, -1.05], [5.61, -2.12, 4.42], [5.02, -3.26, 4.95], [4.52, -3.25, 6.25], [4.63, -2.09, 7.03], [5.24, -0.95, 6.51], [5.73, -0.96, 5.19], [5.41, 0.26, 7.34], [5.94, 1.26, 6.88], [4.92, 0.24, 8.74], [5.13, 1.36, 9.55], [4.66, 1.36, 10.87], [3.99, 0.24, 11.37], [3.79, -0.88, 10.56], [4.27, -0.88, 9.24], [4.09, -2.08, 8.41], [3.50, -3.07, 8.85], [5.99, -2.12, 3.40], [4.94, -4.16, 4.34], [4.06, -4.15, 6.66], [6.19, -0.07, 4.78], [5.65, 2.23, 9.17], [4.82, 2.22, 11.51], [3.62, 0.24, 12.39], [3.27, -1.74, 10.96]]
}

---

No. 4
{
  "formula": "C58H43GaN5O4S2Te",
  "method": "ωB97M-V with the def2-TZVPD basis set",
  "e_tot_ha": -5799.9709,
  "molar_mass_g_mol": 1135.47,
  "charge": -1,
  "homo_ha": [-0.109, -0.109],
  "orbital_gap_ev": [3.11, 3.11],
  "elements": ["Ga", "C", "C", "C", "C", "C", "C", "C", "C", "C", "C", "C", "C", "C", "C", "C", "C", "C", "C", "C", "N", "C", "C", "C", "C", "C", "C", "C", "C", "C", "C", "C", "C", "N", "C", "C", "C", "C", "C", "N", "C", "C", "C", "C", "C", "C", "C", "C", "N", "H", "H", "H", "H", "H", "H", "H", "H", "H", "H", "H", "H", "H", "H", "H", "H", "H", "H", "H", "H", "H", "H", "H", "H", "H", "H", "H", "H", "Te", "C", "C", "C", "C", "S", "H", "H", "H", "C", "C", "C", "C", "C", "C", "C", "S", "O", "O", "N", "C", "C", "C", "O", "O", "H", "H", "H", "H", "H", "H", "H", "H", "H", "H", "H", "H"],
  "positions_angstrom": [[-1.08, 0.73, -1.18], [2.53, -4.28, -5.38], [1.16, -4.07, -5.36], [0.68, -2.91, -4.75], [1.57, -1.90, -4.33], [2.92, -1.98, -4.69], [3.40, -3.17, -5.14], [0.95, -0.74, -3.54], [1.58, -0.28, -2.35], [2.92, -0.54, -1.97], [3.16, 0.18, -0.84], [1.99, 0.92, -0.49], [1.98, 1.92, 0.55], [3.27, 2.39, 1.17], [3.52, 2.41, 2.55], [4.82, 2.56, 3.04], [5.88, 2.78, 2.16], [5.65, 2.98, 0.79], [4.35, 2.71, 0.31], [0.73, 2.36, 1.05], [-0.52, 1.90, 0.57], [-1.50, 2.44, 1.43], [-2.91, 2.35, 1.23], [-3.88, 2.72, 2.35], [-4.99, 1.92, 2.72], [-5.85, 2.38, 3.71], [-5.62, 3.58, 4.36], [-4.56, 4.39, 3.99], [-3.76, 4.02, 2.89], [-3.45, 2.18, -0.07], [-4.65, 2.78, -0.52], [-4.69, 2.76, -1.87], [-3.53, 2.04, -2.32], [-2.76, 1.62, -1.23], [-3.29, 1.76, -3.71], [-2.20, 0.97, -4.08], [-1.79, 0.66, -5.41], [-0.60, -0.03, -5.45], [-0.18, -0.09, -4.08], [-1.19, 0.50, -3.20], [-4.18, 2.39, -4.75], [-4.44, 3.78, -4.72], [-5.10, 4.41, -5.79], [-5.43, 3.64, -6.88], [-5.24, 2.24, -6.89], [-4.64, 1.62, -5.84], [-0.90, 3.16, 2.45], [0.45, 3.13, 2.26], [0.96, 0.57, -1.38], [2.98, -5.21, -5.72], [0.43, -4.76, -5.80], [-0.42, -2.77, -4.64], [3.59, -1.13, -4.70], [4.43, -3.29, -5.38], [3.51, -1.25, -2.56], [4.03, 0.05, -0.16], [2.66, 2.36, 3.23], [5.02, 2.58, 4.16], [6.86, 2.96, 2.57], [6.38, 3.44, 0.13], [4.15, 2.81, -0.76], [-5.19, 0.98, 2.17], [-6.78, 1.80, 3.84], [-6.31, 3.96, 5.09], [-4.37, 5.35, 4.46], [-3.05, 4.70, 2.42], [-5.36, 3.29, 0.10], [-5.45, 3.12, -2.51], [-2.38, 0.95, -6.30], [0.03, -0.35, -6.29], [-4.21, 4.32, -3.82], [-5.47, 5.42, -5.73], [-5.84, 4.07, -7.78], [-5.66, 1.60, -7.69], [-4.48, 0.51, -5.78], [-1.39, 3.67, 3.28], [1.27, 3.55, 2.88], [2.46, -4.46, -1.45], [4.08, -4.42, -0.15], [4.50, -3.20, 0.37], [5.56, -3.31, 1.25], [6.06, -4.59, 1.33], [5.03, -5.77, 0.57], [4.02, -2.28, -0.04], [6.00, -2.57, 1.91], [6.98, -4.95, 1.83], [4.09, -1.45, 6.52], [2.85, -2.08, 5.90], [1.97, -2.89, 6.63], [0.76, -3.31, 6.08], [0.36, -2.93, 4.79], [1.22, -2.14, 4.03], [2.48, -1.79, 4.60], [-1.15, -3.76, 4.27], [-2.24, -3.18, 5.03], [-0.86, -5.17, 4.46], [-1.39, -3.35, 2.73], [-0.80, -3.85, 1.51], [-1.48, -3.28, 0.28], [-1.54, -1.71, 0.31], [-1.79, -1.02, 1.31], [-1.30, -1.20, -0.88], [4.82, -2.14, 6.83], [3.90, -0.82, 7.41], [4.52, -0.85, 5.72], [2.11, -2.99, 7.68], [0.07, -3.98, 6.67], [0.96, -1.63, 3.10], [3.15, -1.15, 4.05], [-1.92, -2.46, 2.58], [-0.84, -4.94, 1.50], [0.24, -3.55, 1.46], [-2.47, -3.78, 0.20], [-0.90, -3.64, -0.56]]
}